# 1
{
  "formula": "C19H13F10NO8S",
  "method": "the ωB97M-V functional and the def2-TZVPD basis",
  "elements": ["C", "C", "O", "O", "C", "N", "C", "F", "F", "C", "F", "F", "C", "F", "F", "C", "F", "F", "F", "S", "O", "O", "F", "H", "H", "H", "H", "H", "O", "C", "C", "C", "C", "O", "C", "C", "H", "H", "H", "H", "O", "C", "C", "C", "C", "O", "C", "C", "H", "H", "H", "H"],
  "positions_angstrom": [[-2.037, -2.973, 2.247], [-0.753, -3.583, 1.725], [-0.774, -4.370, 0.858], [0.397, -3.180, 2.368], [1.375, -2.632, 1.499], [1.782, -1.247, 1.836], [0.833, -0.244, 1.414], [0.709, -0.383, 0.084], [-0.393, -0.403, 1.900], [1.242, 1.244, 1.638], [0.317, 1.961, 0.980], [1.126, 1.628, 2.899], [2.602, 1.681, 1.030], [2.481, 1.743, -0.300], [3.623, 0.876, 1.308], [3.050, 3.117, 1.479], [2.110, 4.010, 1.341], [4.042, 3.476, 0.666], [3.557, 3.071, 2.686], [2.124, -1.229, 3.497], [0.986, -0.987, 4.290], [2.806, -2.404, 3.860], [3.119, -0.037, 3.746], [-2.265, -1.997, 1.796], [-2.879, -3.629, 2.008], [-2.026, -2.901, 3.341], [2.271, -3.248, 1.596], [1.034, -2.745, 0.468], [2.099, 4.615, -4.699], [2.873, 3.685, -4.635], [3.540, 3.153, -5.849], [4.388, 2.131, -5.780], [4.706, 1.480, -4.485], [5.480, 0.549, -4.422], [4.040, 2.011, -3.271], [3.191, 3.034, -3.341], [3.297, 3.641, -6.785], [4.884, 1.729, -6.654], [4.282, 1.524, -2.335], [2.696, 3.435, -2.466], [-3.850, -0.917, 1.054], [-4.986, -1.093, 0.665], [-5.259, -1.653, -0.680], [-6.504, -1.845, -1.107], [-7.672, -1.507, -0.256], [-8.805, -1.683, -0.644], [-7.397, -0.947, 1.090], [-6.151, -0.756, 1.517], [-4.395, -1.894, -1.286], [-6.724, -2.252, -2.086], [-8.260, -0.706, 1.697], [-5.930, -0.349, 2.495]],
  "multiplicity": 1,
  "smiles": "CC(=O)OCN(C(F)(F)C(F)(F)C(F)(F)C(F)(F)F)S(=O)(=O)F.O=C1C=CC(=O)C=C1.O=C1C=CC(=O)C=C1",
  "e_tot_ha": -2785.2551
}

# 2
{
  "formula": "C19H13F5O4S",
  "method": "the ωB97M-V functional and the def2-TZVPD basis",
  "elements": ["O", "C", "C", "C", "C", "O", "C", "S", "O", "O", "C", "F", "F", "F", "C", "H", "H", "H", "F", "C", "C", "C", "C", "C", "C", "H", "H", "H", "H", "H", "F", "C", "C", "C", "C", "C", "C", "H", "H", "H", "H", "H"],
  "positions_angstrom": [[7.556, -3.394, 1.488], [6.346, -2.835, 1.564], [6.132, -1.179, 1.664], [5.047, -0.535, 0.820], [4.161, -1.613, -0.102], [3.774, -1.382, -1.361], [3.832, -3.059, 0.672], [2.099, -3.810, 0.495], [1.757, -4.244, -0.953], [2.077, -5.027, 1.492], [0.900, -2.474, 1.148], [0.942, -1.279, 0.251], [-0.470, -2.995, 1.387], [1.501, -2.010, 2.452], [4.917, -3.703, 1.516], [6.810, -0.520, 2.393], [4.803, 0.609, 0.834], [4.756, -4.698, 2.117], [-5.608, 0.255, 0.287], [-4.498, -0.140, -0.349], [-3.436, -0.658, 0.384], [-2.282, -1.074, -0.279], [-2.198, -0.958, -1.668], [-3.267, -0.433, -2.395], [-4.425, -0.027, -1.733], [-3.516, -0.733, 1.464], [-1.449, -1.488, 0.285], [-1.295, -1.279, -2.185], [-3.198, -0.339, -3.476], [-5.269, 0.376, -2.284], [0.491, 4.277, -0.481], [-0.848, 4.249, -0.488], [-1.558, 5.405, -0.184], [-2.953, 5.378, -0.196], [-3.622, 4.190, -0.500], [-2.901, 3.033, -0.799], [-1.506, 3.064, -0.798], [-1.021, 6.316, 0.058], [-3.517, 6.279, 0.033], [-4.710, 4.168, -0.505], [-3.424, 2.109, -1.032], [-0.930, 2.176, -1.036]],
  "multiplicity": 1,
  "smiles": "O=C1C=CC(=O)C(S(=O)(=O)C(F)(F)F)=C1.Fc1ccccc1.Fc1ccccc1",
  "e_tot_ha": -1929.9086
}

# 3
{
  "formula": "C19H13FeN4O5",
  "method": "the ωB97M-V functional and the def2-TZVPD basis",
  "elements": ["Fe", "O", "C", "N", "C", "C", "C", "C", "C", "C", "N", "C", "C", "C", "C", "C", "N", "H", "H", "H", "H", "H", "H", "H", "H", "H", "H", "O", "C", "O", "C", "C", "C", "N", "C", "C", "C", "O", "O", "H", "H", "H"],
  "positions_angstrom": [[0.722, 0.027, 0.099], [-0.083, -0.046, -3.831], [0.357, -0.302, -2.715], [0.097, 0.440, -1.590], [-0.629, 1.676, -1.796], [0.033, 2.753, -0.983], [0.003, 4.096, -1.322], [0.733, 4.998, -0.560], [1.460, 4.518, 0.521], [1.403, 3.171, 0.818], [0.707, 2.303, 0.085], [1.290, -1.403, -2.421], [1.865, -2.179, -3.427], [2.849, -3.085, -3.100], [3.229, -3.204, -1.756], [2.591, -2.429, -0.809], [1.652, -1.538, -1.119], [-1.670, 1.569, -1.464], [-0.628, 1.924, -2.866], [-0.565, 4.418, -2.180], [0.751, 6.047, -0.811], [2.053, 5.179, 1.130], [1.929, 2.755, 1.662], [1.527, -2.032, -4.440], [3.333, -3.683, -3.857], [4.012, -3.885, -1.460], [2.846, -2.506, 0.239], [-3.715, -2.392, 5.014], [-4.211, -2.194, 3.933], [-5.284, -2.279, 3.384], [-3.087, -1.634, 2.880], [-3.437, -1.381, 1.543], [-2.446, -0.905, 0.709], [-1.194, -0.677, 1.102], [-0.875, -0.936, 2.403], [-1.809, -1.416, 3.318], [0.544, -0.713, 2.791], [0.956, -0.875, 3.922], [1.286, -0.334, 1.772], [-4.438, -1.552, 1.181], [-2.659, -0.692, -0.331], [-1.499, -1.601, 4.333]],
  "multiplicity": 2,
  "relative_energy_kj_mol": 110.0,
  "s2": 0.7754
}

# 4
{
  "formula": "C19H14BrIrN6O7",
  "method": "the ωB97M-V functional and the def2-TZVPD basis",
  "elements": ["Ir", "N", "C", "C", "O", "N", "C", "C", "O", "O", "H", "H", "H", "H", "H", "H", "O", "C", "O", "C", "C", "C", "C", "C", "N", "H", "H", "H", "H", "Br", "C", "C", "C", "C", "C", "C", "C", "O", "O", "H", "H", "H", "H", "N", "C", "N", "C", "N"],
  "positions_angstrom": [[-1.344, 0.213, 0.018], [-0.795, 2.578, -0.452], [-1.976, 3.421, -0.484], [-2.990, 2.970, 0.566], [-3.710, 3.756, 1.160], [-3.042, 1.623, 0.687], [-3.885, 1.051, 1.597], [-2.919, 0.337, 2.854], [-3.537, 0.289, 3.878], [-1.828, 0.014, 2.441], [-0.243, 2.671, -1.299], [-0.172, 2.794, 0.336], [-1.761, 4.486, -0.329], [-2.469, 3.302, -1.456], [-4.587, 1.738, 2.077], [-4.334, 0.122, 1.238], [-4.001, -3.262, 0.114], [-3.101, -2.437, 0.067], [-3.219, -1.192, -0.072], [-1.659, -2.956, 0.203], [-1.422, -4.326, 0.177], [-0.136, -4.785, 0.386], [0.865, -3.852, 0.616], [0.543, -2.504, 0.593], [-0.689, -2.072, 0.378], [-2.259, -4.987, 0.008], [0.084, -5.844, 0.370], [1.880, -4.163, 0.805], [1.287, -1.744, 0.770], [7.651, -0.619, -0.223], [5.844, -0.056, 0.036], [5.590, 1.038, 0.844], [4.283, 1.461, 1.009], [3.249, 0.786, 0.375], [3.522, -0.321, -0.420], [4.826, -0.750, -0.595], [1.814, 1.265, 0.547], [1.619, 2.439, 0.850], [0.965, 0.356, 0.341], [6.404, 1.548, 1.336], [4.052, 2.312, 1.632], [2.705, -0.837, -0.902], [5.048, -1.609, -1.211], [-1.181, 0.047, -2.103], [-1.268, 0.523, -3.175], [-1.367, 0.811, -4.375], [-1.224, 1.776, -5.196], [-1.112, 2.582, -6.016]],
  "multiplicity": 2,
  "relative_energy_kj_mol": 515.1,
  "total_charge": -1,
  "s2": 0.7700
}

# 5
{
  "formula": "C19H14Cl2N2NbO2PS5Sb",
  "method": "the ωB97M-V functional and the def2-TZVPD basis",
  "elements": ["Nb", "O", "C", "O", "C", "P", "C", "C", "C", "C", "C", "C", "C", "C", "C", "C", "C", "C", "H", "H", "H", "H", "H", "H", "H", "H", "H", "H", "H", "H", "Cl", "C", "Cl", "H", "H", "S", "Sb", "S", "S", "S", "C", "C", "N", "C", "S", "C", "N"],
  "positions_angstrom": [[8.448, 8.536, 10.763], [12.127, 7.609, 11.602], [11.557, 7.771, 10.503], [10.222, 8.076, 10.444], [12.187, 7.708, 9.063], [11.318, 8.618, 7.710], [10.680, 7.357, 6.556], [10.937, 7.447, 5.142], [10.729, 6.338, 4.357], [10.131, 5.157, 4.859], [9.709, 5.164, 6.172], [10.021, 6.211, 7.049], [12.789, 9.171, 6.796], [13.734, 8.259, 6.291], [14.868, 8.795, 5.684], [15.032, 10.161, 5.565], [14.109, 11.048, 6.067], [12.959, 10.527, 6.668], [12.216, 6.583, 8.878], [13.263, 8.018, 9.174], [11.404, 8.376, 4.734], [11.033, 6.378, 3.337], [10.042, 4.259, 4.229], [9.045, 4.385, 6.617], [9.738, 6.138, 8.106], [13.598, 7.190, 6.378], [15.626, 8.127, 5.251], [15.936, 10.606, 5.150], [14.301, 12.136, 6.124], [12.230, 11.196, 7.123], [12.391, 13.501, 10.805], [10.569, 13.423, 10.551], [10.086, 13.128, 8.847], [10.159, 14.397, 10.795], [10.156, 12.612, 11.184], [10.624, 9.893, 14.670], [8.627, 9.393, 13.742], [8.370, 10.705, 11.626], [6.801, 7.356, 11.918], [7.303, 9.172, 8.770], [6.780, 7.698, 7.959], [6.697, 7.896, 6.537], [6.623, 8.253, 5.419], [6.580, 6.481, 8.549], [7.366, 6.193, 10.158], [6.250, 5.408, 7.733], [5.991, 4.479, 7.026]],
  "multiplicity": 2,
  "relative_energy_kj_mol": 115.0,
  "s2": 0.8276
}

# 6
{
  "formula": "C19H14Cl2N2O4Pt",
  "method": "the ωB97M-V functional and the def2-TZVPD basis",
  "elements": ["Pt", "C", "O", "C", "C", "C", "C", "C", "C", "N", "N", "C", "C", "O", "C", "C", "C", "C", "C", "C", "C", "C", "H", "H", "H", "H", "H", "H", "H", "H", "H", "H", "H", "H", "H", "Cl", "C", "Cl", "C", "O", "O", "H"],
  "positions_angstrom": [[0.035, 0.016, -0.133], [3.021, -1.049, 0.050], [2.091, 0.065, -0.092], [2.569, 1.359, -0.172], [3.893, 1.689, -0.140], [4.242, 3.041, -0.242], [3.267, 4.039, -0.374], [1.937, 3.715, -0.407], [1.548, 2.353, -0.302], [0.277, 1.921, -0.315], [-0.693, 2.878, -0.476], [-1.956, 2.536, -0.478], [-2.555, 1.223, -0.322], [-1.915, 0.108, -0.177], [-3.979, 1.084, -0.317], [-4.847, 2.149, -0.462], [-4.330, 3.426, -0.643], [-5.223, 4.542, -0.816], [-4.736, 5.790, -1.015], [-3.333, 5.987, -1.053], [-2.441, 4.932, -0.882], [-2.901, 3.645, -0.669], [3.677, -1.068, -0.817], [2.410, -1.944, 0.087], [3.576, -0.925, 0.977], [4.664, 0.940, -0.041], [5.288, 3.314, -0.218], [3.571, 5.073, -0.450], [1.170, 4.465, -0.504], [-4.353, 0.075, -0.191], [-5.916, 1.986, -0.443], [-6.287, 4.351, -0.787], [-5.400, 6.633, -1.147], [-2.944, 6.983, -1.220], [-1.379, 5.118, -0.916], [1.283, -4.742, 1.660], [0.477, -5.014, 0.194], [1.341, -4.857, -1.258], [-1.129, -2.779, 0.039], [-2.099, -3.375, 0.001], [-0.150, -2.116, 0.078], [-0.344, -5.717, 0.205]],
  "multiplicity": 5,
  "relative_energy_kj_mol": 0.0,
  "total_charge": 2,
  "s2": 6.0638
}

# 7
{
  "formula": "C19H14Cl48N5OS2",
  "method": "the ωB97M-V functional and the def2-TZVPD basis",
  "elements": ["N", "C", "N", "C", "C", "C", "C", "S", "C", "N", "N", "C", "O", "N", "S", "H", "H", "H", "H", "H", "H", "H", "H", "H", "H", "H", "H", "H", "H", "C", "Cl", "Cl", "Cl", "Cl", "C", "Cl", "Cl", "Cl", "Cl", "C", "Cl", "Cl", "Cl", "Cl", "C", "Cl", "Cl", "Cl", "Cl", "C", "Cl", "Cl", "Cl", "Cl", "C", "Cl", "Cl", "Cl", "Cl", "C", "Cl", "Cl", "Cl", "Cl", "C", "Cl", "Cl", "Cl", "Cl", "C", "Cl", "Cl", "Cl", "Cl", "C", "Cl", "Cl", "Cl", "Cl", "C", "Cl", "Cl", "Cl", "Cl", "C", "Cl", "Cl", "Cl", "Cl"],
  "positions_angstrom": [[-4.390, 6.028, -1.456], [-3.082, 6.465, -1.532], [-2.541, 7.047, -2.606], [-1.513, 6.228, -3.324], [-2.002, 5.492, -4.561], [-3.066, 4.438, -4.317], [-2.569, 3.052, -3.812], [-0.830, 3.012, -3.309], [-0.914, 3.041, -1.574], [-0.058, 3.490, -0.809], [-0.534, 3.307, 0.461], [-1.625, 2.776, 0.386], [-1.942, 2.561, -0.902], [-2.401, 6.316, -0.437], [-0.765, 6.832, -0.223], [-4.899, 6.378, -2.262], [-4.361, 5.014, -1.548], [-3.253, 7.417, -3.222], [-0.751, 6.918, -3.659], [-1.022, 5.593, -2.609], [-1.147, 5.106, -5.091], [-2.433, 6.229, -5.234], [-3.851, 4.782, -3.660], [-3.544, 4.258, -5.268], [-3.224, 2.752, -3.014], [-2.697, 2.319, -4.591], [-2.306, 2.485, 1.148], [-2.856, 5.886, 0.355], [-0.268, 5.698, 0.312], [0.106, -1.219, 0.343], [-1.589, -1.717, 0.226], [0.589, -1.240, 2.034], [1.107, -2.341, -0.573], [0.261, 0.405, -0.344], [4.886, -0.099, -1.586], [4.944, -0.178, -3.349], [4.859, -1.724, -0.902], [6.325, 0.720, -0.982], [3.438, 0.799, -1.090], [-0.059, -5.527, 3.281], [1.277, -6.638, 3.551], [0.381, -4.384, 2.007], [-1.489, -6.441, 2.783], [-0.413, -4.655, 4.775], [5.506, -2.298, 3.874], [4.909, -1.937, 2.246], [6.144, -3.936, 3.915], [6.782, -1.149, 4.290], [4.182, -2.155, 5.034], [-6.049, 0.777, -2.321], [-5.925, 0.846, -4.081], [-6.344, -0.879, -1.813], [-4.530, 1.352, -1.604], [-7.375, 1.811, -1.784], [2.543, 5.881, -5.451], [2.845, 7.605, -5.238], [2.025, 5.181, -3.910], [1.267, 5.652, -6.658], [4.013, 5.082, -5.993], [9.819, 1.614, 1.305], [8.561, 0.868, 2.296], [10.428, 3.062, 2.109], [11.139, 0.469, 1.068], [9.134, 2.056, -0.265], [-6.928, 6.062, -5.549], [-7.302, 6.815, -7.088], [-6.494, 4.371, -5.797], [-5.545, 6.906, -4.800], [-8.320, 6.170, -4.477], [-2.782, -6.528, 7.914], [-2.543, -6.357, 6.174], [-3.151, -8.208, 8.301], [-1.302, -6.043, 8.751], [-4.118, -5.495, 8.432], [5.837, -6.845, 0.732], [6.500, -6.913, -0.903], [7.060, -7.381, 1.889], [5.366, -5.189, 1.115], [4.422, -7.897, 0.842], [2.842, -9.590, 6.179], [3.103, -9.421, 4.438], [2.469, -11.272, 6.554], [4.302, -9.100, 7.041], [1.492, -8.563, 6.680], [-2.750, -10.422, 4.549], [-2.421, -11.820, 3.523], [-3.614, -9.195, 3.612], [-3.745, -10.921, 5.918], [-1.227, -9.748, 5.136]],
  "multiplicity": 1,
  "e_tot_ha": -23966.5572,
  "total_charge": 1
}

# 8
{
  "formula": "C19H14ClIrO5P",
  "method": "the ωB97M-V functional and the def2-TZVPD basis",
  "elements": ["Ir", "O", "Cl", "O", "O", "O", "O", "C", "C", "C", "C", "C", "C", "C", "P", "C", "C", "C", "C", "C", "C", "C", "C", "C", "C", "C", "C", "H", "H", "H", "H", "H", "H", "H", "H", "H", "H", "H", "H", "H", "H"],
  "positions_angstrom": [[-0.254, -1.151, -1.596], [-2.844, -3.719, -0.537], [-2.048, -3.302, -1.617], [-2.370, -3.896, -2.850], [-2.186, -1.760, -1.754], [-0.605, -3.424, -1.333], [-0.427, 0.796, -3.571], [-0.553, 0.668, -2.391], [-0.949, 1.784, -1.466], [-1.445, 2.992, -1.925], [-1.787, 3.975, -1.004], [-1.617, 3.766, 0.361], [-1.098, 2.564, 0.828], [-0.771, 1.583, -0.096], [-0.040, -0.001, 0.239], [1.602, -0.075, -0.473], [2.242, 1.069, -1.011], [3.272, 0.914, -1.898], [3.685, -0.367, -2.303], [3.088, -1.485, -1.787], [2.026, -1.364, -0.863], [-0.265, -0.616, 1.879], [-1.563, -0.940, 2.282], [-1.766, -1.441, 3.555], [-0.685, -1.618, 4.412], [0.604, -1.298, 4.007], [0.823, -0.798, 2.733], [-1.575, 3.143, -2.989], [-2.195, 4.914, -1.353], [-1.889, 4.542, 1.062], [-0.955, 2.394, 1.888], [1.909, 2.056, -0.719], [3.768, 1.789, -2.296], [4.495, -0.469, -3.012], [3.435, -2.472, -2.063], [1.691, -2.241, -0.317], [-2.400, -0.812, 1.604], [-2.765, -1.701, 3.878], [-0.850, -2.013, 5.405], [1.437, -1.440, 4.681], [1.825, -0.546, 2.408]],
  "multiplicity": 1,
  "relative_energy_kj_mol": 0.0,
  "total_charge": 1
}